Molecular formula: C21H35Cl2N4O3SV
Method: DFT, wB97M-V/def2-TZVPD

Last column: Mulliken spin population.
Cartesian coordinates (Å):
O  1.256808  1.821209  -2.317493  -0.037
C  0.798879  1.819049  -3.499904  0.021
C  1.419481  2.694392  -4.476843  0.020
C  2.083037  3.864813  -4.051443  0.018
H  2.054821  4.143366  -2.994977  0.002
C  2.803935  4.614183  -4.979886  -0.007
H  3.322360  5.517481  -4.642425  0.000
C  2.896130  4.173322  -6.308583  0.015
H  3.515991  4.738202  -7.007076  0.001
C  2.242230  2.997380  -6.727929  -0.008
H  2.337885  2.652782  -7.760853  0.000
C  1.515654  2.246233  -5.811058  0.013
H  1.041435  1.294001  -6.067094  0.000
H  0.081626  1.050742  -3.802134  0.011
C  -2.239041  1.482996  -2.484520  0.009
C  -1.498764  0.436489  -1.755699  -0.122
H  -3.330034  1.366223  -2.374918  -0.004
H  -2.015253  1.462955  -3.560198  -0.003
H  -1.955139  2.472239  -2.111984  0.001
C  -1.996296  -0.653511  -1.169850  0.036
C  -3.434605  -1.067564  -1.173851  -0.007
H  -1.349200  -1.324957  -0.608286  -0.015
H  -3.932445  -0.701841  -2.078861  0.000
H  -3.980464  -0.662860  -0.309903  0.003
H  -3.537758  -2.159141  -1.142966  0.001
V  0.513272  0.741271  -0.934625  2.052
Cl  -0.213594  2.679344  0.038700  0.005
Cl  0.909458  -1.073795  -2.272839  0.004
C  -1.999244  0.626256  2.100954  0.000
O  -1.081641  -0.009548  1.561365  -0.016
N  -2.578748  0.258015  3.268330  0.000
C  -2.274885  -1.013654  3.908901  0.000
C  -3.687268  1.019610  3.817921  0.000
H  -2.419624  1.562419  1.670565  0.001
H  -1.465091  -1.516572  3.373661  0.000
H  -3.169781  -1.652336  3.922812  0.000
H  -1.991004  -0.833042  4.955342  0.000
H  -3.816286  1.924381  3.214097  0.000
H  -3.482299  1.300705  4.859849  0.000
H  -4.616739  0.432171  3.798179  0.000
H  -0.228973  -5.693321  0.900193  0.000
H  2.153587  -5.809764  -0.128359  0.000
C  -0.478461  -4.946861  0.133095  0.000
C  1.742406  -5.132403  -0.894442  0.000
N  0.721425  -4.269388  -0.326737  0.001
H  -1.188343  -4.220526  0.532378  0.000
C  1.044997  -3.037845  0.124843  0.000
O  0.414558  -2.399507  0.978511  -0.001
H  2.552888  -4.521013  -1.303218  0.000
H  1.933922  -2.615234  -0.379000  0.002
H  -0.924816  -5.481926  -0.712461  0.000
H  1.312260  -5.749352  -1.691726  0.000
S  2.319313  0.428512  0.478826  -0.007
C  1.835064  0.375131  2.138092  0.013
N  1.309144  1.437617  2.751060  -0.001
C  0.936409  1.441370  4.161138  0.001
C  1.833284  0.486816  4.918539  -0.001
C  1.847002  -0.872661  4.257289  0.000
N  2.138861  -0.717386  2.838116  0.000
H  0.925959  2.153809  2.135194  0.000
H  -0.116116  1.140242  4.275653  0.000
H  1.024510  2.469389  4.526410  0.000
H  1.489916  0.376214  5.947435  0.000
H  2.848434  0.889453  4.955379  0.000
H  0.874960  -1.375776  4.369722  0.000
H  2.619639  -1.531729  4.667930  0.000
H  2.330370  -1.547279  2.281695  -0.001

Forces on atoms 1 to 3 (eV/Å):
O -0.7121 1.0475 -3.3554
C 1.8014 -0.3991 2.1076
C 0.5359 0.3844 -0.4688

* E_HOMO (alpha / beta): -0.244 / -0.248 Eh
* molecular weight: 545.5 g mol⁻¹
* LUMO (alpha / beta): -0.24 / -0.38 eV
* HOMO-LUMO gap (alpha / beta): 6.401 / 6.363 eV
* multiplicity: 3
* DFT total energy: -3528.566770 hartree

=====

Molecular formula: C5H18O3
Method: DFT, wB97M-V/def2-TZVPD

Last column: Löwdin charge in e.
Cartesian coordinates (Å):
C  2.208831  -0.218816  -0.797007  -0.126
C  1.392220  1.020396  -1.123770  -0.263
C  1.031477  1.830880  0.132313  -0.238
C  -0.031460  1.174573  1.021317  -0.280
C  -1.422516  1.208127  0.391331  -0.107
H  2.439347  -0.830874  -1.689968  0.080
H  1.679435  -0.854812  -0.054432  0.053
H  3.163934  0.061763  -0.381341  0.061
H  0.453824  0.623722  -1.706650  0.111
H  1.906683  1.703666  -1.864163  0.116
H  1.913832  2.074795  0.694079  0.097
H  0.676385  2.809519  -0.162045  0.099
H  0.319891  0.097431  1.257370  0.105
H  -0.042955  1.650881  1.994866  0.095
H  -2.118146  0.692204  1.041615  0.042
H  -1.783565  2.297481  0.303660  0.104
H  -1.455223  0.696778  -0.597667  0.056
O  -1.428366  -1.729200  2.483660  -0.069
H  -2.407123  -1.858208  2.605394  0.088
H  -1.336558  -0.754924  2.480528  0.031
O  -0.534289  -2.605687  -0.107867  -0.007
H  -0.796832  -2.356487  0.757462  -0.016
H  0.359534  -2.803802  -0.005698  0.016
O  -1.311538  -0.924600  -2.259892  -0.050
H  -1.816012  -1.483485  -2.837399  0.032
H  -1.060808  -1.521322  -1.575694  -0.031

Forces on atoms 1 to 3 (eV/Å):
C 0.0239 -0.4868 -0.2035
C -1.3829 -0.2019 -1.6403
C -0.6276 -0.2433 -0.4842

* E_HOMO: -0.392 Eh
* molecular weight: 126.2 g mol⁻¹
* LUMO: 0.56 eV
* relative energy (zero: lowest compared OMol25 entry of this formula, charge and spin): 0.173 eV
* HOMO-LUMO gap: 11.219 eV
* multiplicity: 1
* DFT total energy: -427.010036 hartree

=====

Molecular formula: ClHNO2P
Method: DFT, wB97M-V/def2-TZVPD

Last column: Löwdin charge in e.
Cartesian coordinates (Å):
N  0.241514  0.860058  -0.059779  -0.709
O  -0.309673  1.168530  -1.084931  -0.037
O  0.637804  1.597951  0.809321  -0.025
P  0.603553  -0.921276  0.264807  0.526
Cl  -0.201469  -1.692060  -1.371516  0.182
H  -0.971729  -1.013203  1.442098  0.063

Forces on atoms 1 to 3 (eV/Å):
N -0.3351 -0.2500 -0.4648
O -0.0479 0.4551 -0.0800
O 0.1676 0.2447 0.3680

* E_HOMO: -0.387 Eh
* molecular weight: 113.4 g mol⁻¹
* LUMO: -1.14 eV
* relative energy (zero: lowest compared OMol25 entry of this formula, charge and spin): 2.029 eV
* HOMO-LUMO gap: 9.399 eV
* multiplicity: 1
* DFT total energy: -1007.239604 hartree